ORCA calculation (ωB97M-V/def2-TZVPD) on a 2-piece molecular cluster, C3H10N2O2 overall at a distorted geometry.

```
17
Properties=species:S:1:pos:R:3:forces:R:3
O 1.44780 1.89526 -0.02149 -0.127 0.308 0.008
C 1.53421 0.73317 -0.25233 -0.247 -0.005 0.460
N 0.31183 0.03707 -0.68017 0.917 -0.087 -1.852
C -0.88584 0.71036 -1.01277 -0.454 -0.487 0.756
N -1.67395 -0.01604 -1.93023 0.110 1.012 -0.141
C 2.73596 -0.12640 -0.15580 0.696 0.010 0.217
H 0.51864 -0.73195 -1.34179 -0.286 -0.160 0.798
H -0.61524 1.75091 -1.30039 0.193 0.081 -0.106
H -1.42659 0.90669 -0.07769 -0.166 0.112 0.214
H -2.63546 0.29717 -1.87689 -0.166 -0.327 -0.023
H -1.35765 0.11098 -2.88573 0.020 -0.309 -0.091
H 3.09558 -0.42292 -1.14836 -0.118 -0.005 0.140
H 2.58699 -1.00961 0.45900 -0.337 -0.228 -0.125
H 3.51608 0.44496 0.34780 -0.045 0.107 -0.246
H -2.00948 -1.60796 3.26066 -0.048 -0.179 0.256
H -2.56180 -1.76935 4.69667 0.070 -0.059 -0.092
O -2.58108 -1.20233 3.91950 -0.012 0.217 -0.173
```
Forces are in eV/Å.

The energy comes out at -10339.2746 eV. The value obtained for the molar mass is 106.12 g/mol. The LUMO energy (alpha / beta) comes out at -0.12291 / -0.32749 hartree. Its spin multiplicity is 2. Its gap between HOMO and LUMO (alpha / beta) is 0.3900 / 0.1854 hartree. The relative energy (zero: lowest compared OMol25 entry of this formula, charge and spin) is 37.3 kcal per mole. Its charge is +1.

Löwdin population analysis, charges in e, atoms 1 to 2: 0.1908 -0.4253